The following is a DFT calculation (ωB97M-V/def2-TZVPD) of C20H56HfO20P4 as an isolated structure.

XYZ file:
```
101
Properties=species:S:1:pos:R:3:mulliken_charge:R:1
Hf -0.380 0.765 1.179 1.294
C 1.669 2.081 -1.906 -1.268
C 0.791 0.849 -1.853 -0.130
O 0.602 0.449 -0.558 0.076
H 1.223 2.924 -1.310 -0.080
H 1.702 2.447 -2.895 0.619
H 2.757 1.985 -1.593 0.196
H 1.251 0.089 -2.501 -0.090
H -0.177 1.025 -2.340 0.300
C -3.338 -2.041 -0.469 -1.426
C -2.449 -0.796 -0.640 0.592
O -2.037 -0.300 0.644 0.294
H -2.779 -2.925 -0.165 0.227
H -3.705 -2.288 -1.439 0.522
H -4.232 -1.763 0.135 0.252
H -3.150 -0.185 -1.280 0.136
H -1.497 -0.840 -1.227 -0.605
C -2.226 4.109 -0.753 -1.175
C -1.600 3.906 0.646 0.099
O -1.309 2.526 0.740 0.128
H -1.551 3.573 -1.443 0.208
H -2.440 5.193 -0.971 0.314
H -3.144 3.537 -0.796 0.308
H -2.314 4.382 1.403 0.118
H -0.720 4.611 0.565 -0.096
C 1.086 -2.505 3.631 -0.964
C 1.540 -1.211 2.930 -0.169
O 0.412 -0.768 2.190 0.394
H 0.476 -2.892 2.856 0.143
H 0.402 -2.301 4.487 0.302
H 1.910 -3.253 3.834 0.294
H 2.304 -1.372 2.250 0.402
H 1.931 -0.437 3.646 -0.229
C -2.282 -1.321 3.580 -0.061
O -2.879 -0.319 4.453 -0.374
P -2.673 1.161 3.966 -0.076
O -1.410 1.225 3.155 0.028
O -3.878 1.708 3.156 -0.387
C -4.312 1.171 1.866 0.022
O -2.625 2.006 5.261 -0.336
C -3.654 1.923 6.287 -0.845
H -2.406 -1.221 2.520 -0.169
H -2.708 -2.344 3.768 0.337
H -1.243 -1.430 3.750 0.058
H -3.757 1.635 1.117 0.005
H -5.398 1.195 1.985 0.395
H -4.016 0.101 1.890 -0.105
H -3.239 2.424 7.172 0.227
H -3.829 0.867 6.445 0.340
H -4.546 2.403 5.991 0.294
C -0.380 -2.713 -4.237 -0.583
O 0.576 -2.505 -5.292 -0.139
P 0.113 -1.479 -6.429 0.887
O -0.308 -0.151 -5.996 -0.688
O 1.417 -1.554 -7.361 -0.345
C 1.745 -2.686 -8.123 -0.500
O -0.959 -2.387 -7.205 -0.300
C -1.857 -1.862 -8.237 -0.669
H -0.380 -1.892 -3.528 0.124
H -0.104 -3.610 -3.769 0.299
H -1.349 -2.885 -4.753 0.380
H 2.641 -2.371 -8.650 0.252
H 0.941 -2.984 -8.834 0.208
H 1.903 -3.617 -7.509 0.229
H -2.294 -2.760 -8.719 0.223
H -1.286 -1.130 -8.816 0.325
H -2.649 -1.351 -7.730 0.291
C 3.202 2.424 4.497 -0.816
O 1.982 3.123 4.270 -0.321
P 1.472 3.170 2.759 -0.638
O 1.278 1.904 2.065 0.720
O 0.154 4.031 2.876 0.191
C 0.125 5.403 3.417 -0.858
O 2.576 4.179 2.128 -0.408
C 2.487 4.230 0.626 -0.392
H 3.154 1.655 5.282 0.293
H 4.001 3.068 4.865 0.305
H 3.523 1.793 3.628 0.274
H -0.969 5.578 3.332 0.224
H 0.784 6.098 2.906 0.307
H 0.435 5.479 4.415 0.327
H 1.536 4.672 0.395 0.213
H 2.584 3.230 0.228 -0.003
H 3.374 4.758 0.327 0.372
C 3.508 -1.784 -1.855 -0.196
O 3.548 -2.636 -0.727 -0.299
P 2.608 -3.946 -0.761 0.981
O 2.177 -4.489 -2.064 -0.785
O 3.537 -5.007 -0.040 -0.436
C 4.159 -4.702 1.241 -0.413
O 1.461 -3.817 0.277 -0.200
C 0.268 -3.130 -0.021 -0.216
H 3.708 -2.251 -2.819 0.400
H 4.105 -0.831 -1.623 0.211
H 2.462 -1.360 -2.022 -0.171
H 4.019 -5.494 1.947 0.257
H 3.789 -3.801 1.613 0.065
H 5.211 -4.560 0.946 0.250
H 0.506 -2.097 -0.302 0.062
H -0.463 -3.105 0.861 -0.109
H -0.224 -3.610 -0.837 0.480
```

Output
Kohn-Sham gap (Ha): 0.333
E_LUMO (eV): 0.4

=====

The following is a DFT calculation (ωB97M-V/def2-TZVPD) of a 2-piece molecular cluster, CH5OS overall.

XYZ file:
```
8
Properties=species:S:1:pos:R:3:mulliken_charge:R:1
S -1.471 -1.036 2.116 -0.880
H -1.804 0.267 2.025 -0.011
C 0.621 0.166 -1.037 -0.499
O 0.691 0.492 0.333 -0.407
H 0.463 -0.901 -1.226 0.237
H 1.592 0.410 -1.480 0.194
H -0.171 0.728 -1.532 0.207
H 0.079 -0.127 0.800 0.160
```

Output
Kohn-Sham gap (Ha): 0.258
E_LUMO (eV): 4.2
Charge: -1

=====

Q: Look up the E_LUMO of the first one.
A: 0.4 eV

=====

Q: Which value of E_LUMO does entry 2 give?
A: 4.2 eV

=====

Q: Which formula does entry 1 have?
A: C20H56HfO20P4